1.
Computed, not measured: a structure of composition C16H34GaINO13S3, with the ωB97M-V functional and the def2-TZVPD basis.

XYZ file:
```
69
Properties=species:S:1:pos:R:3
I -2.925 -4.716 -3.380
Ga -3.184 -4.705 -0.740
S 3.083 6.067 2.643
S 4.370 1.702 -2.290
S -1.640 2.650 1.853
O 2.337 5.841 3.829
O -1.040 3.861 2.719
O 5.595 2.416 -2.365
O 0.158 -2.121 -0.680
O 3.970 7.376 2.876
O -2.118 3.188 0.631
O 2.129 6.668 1.514
O 3.625 1.770 -3.705
O 3.873 5.045 2.064
O 3.420 1.972 -1.276
O -2.455 1.843 2.683
O -0.256 1.896 1.600
O 4.694 0.137 -2.317
N -1.366 -7.206 1.496
C -1.841 -0.797 -0.946
C 3.776 8.289 1.784
C 1.440 -2.232 -0.144
C -0.349 -0.802 -0.626
C -3.232 -6.627 -0.001
C -4.633 -2.110 -0.546
C -2.769 -0.450 0.236
C 0.333 3.606 3.060
C 3.997 -0.504 -3.397
C 0.846 2.758 1.915
C 2.326 8.084 1.391
C -3.853 -1.469 0.612
C -1.842 -7.057 0.316
C -0.922 -7.297 -0.861
C 3.890 0.576 -4.455
C -4.853 -3.627 -0.365
H 1.544 -1.738 0.828
H 4.829 0.704 -4.998
H 0.873 4.545 3.162
H 3.078 0.404 -5.154
H -3.858 -6.678 0.892
H 0.186 -0.193 -1.370
H -0.676 -8.353 -0.956
H -1.937 -3.991 -0.062
H -5.171 -3.800 0.670
H 1.711 2.157 2.180
H -3.221 0.524 0.049
H 2.117 8.385 0.368
H 1.656 -3.290 0.006
H 1.079 3.363 1.035
H -3.462 -2.237 1.280
H -2.086 -7.002 2.185
H 4.567 -1.366 -3.730
H 2.185 -1.841 -0.853
H -3.629 -7.306 -0.762
H 1.645 8.593 2.074
H -4.155 -1.916 -1.508
H -1.998 -0.043 -1.721
H 3.016 -0.823 -3.042
H -2.145 -0.326 1.123
H -0.156 -0.378 0.363
H -5.627 -1.653 -0.599
H -5.684 -3.939 -1.003
H -1.377 -6.945 -1.784
H 0.360 3.062 4.007
H -0.004 -6.730 -0.710
H 3.984 9.300 2.120
H -4.578 -0.907 1.209
H -2.081 -1.754 -1.411
H 4.457 8.019 0.974
```

Properties
LUMO energy   1.39 eV
Orbital gap   0.225 Eh
HOMO level   -4.74 eV
Energy   -138232.41250 eV
Net charge   -1

2.
Computed, not measured: a structure of composition C16H34HfP2, with the ωB97M-V functional and the def2-TZVPD basis.

XYZ file:
```
53
Properties=species:S:1:pos:R:3
Hf -1.556 -1.495 -1.758
P -0.170 1.503 -0.997
P 0.612 -1.596 -1.510
C -2.512 -3.401 -1.006
C -0.378 2.223 -2.631
C 0.882 -1.019 2.922
C -0.412 2.503 1.797
C -1.418 0.414 -0.550
C 1.789 -1.835 2.368
C -0.390 2.873 0.378
C 1.519 1.017 -0.774
C 1.616 -3.127 -1.568
C 0.855 0.462 2.732
C -0.500 1.192 2.517
C 0.519 4.059 -0.009
C -0.874 -0.717 0.216
C -3.695 -0.844 -0.769
C 2.898 -1.392 1.466
C 1.790 -0.245 -1.618
H -2.313 0.938 -0.294
H 3.646 -2.200 1.417
H 1.560 -3.426 -2.647
H 1.190 3.827 -0.856
H 2.673 -2.924 -1.270
H -3.710 -1.075 0.315
H -0.888 1.445 3.525
H -1.356 2.705 -2.744
H 0.135 -1.424 3.592
H -1.251 0.565 2.000
H 1.782 -2.910 2.544
H 0.423 2.938 -2.859
H 2.540 -1.350 0.435
H 2.146 1.880 -1.098
H 1.170 -3.885 -0.889
H -0.069 -0.655 0.900
H 1.302 0.978 3.596
H 2.818 -0.576 -1.408
H -3.563 -3.331 -0.685
H 1.114 4.401 0.840
H -1.508 -1.579 0.406
H -0.328 3.376 2.482
H -0.301 1.414 -3.369
H -4.478 -1.447 -1.256
H -2.570 -4.049 -1.899
H -2.033 -4.018 -0.237
H -1.426 3.192 0.171
H 1.738 0.046 -2.689
H 1.496 0.630 1.871
H 1.742 0.895 0.305
H -4.025 0.211 -0.835
H 3.309 -0.401 1.777
H -0.067 4.920 -0.346
H -1.472 0.311 -2.001
```

Properties
LUMO energy (alpha / beta)   -9.23 / -9.72 eV
Orbital gap (alpha / beta)   0.137 / 0.110 Eh
Relative energy (zero: lowest compared OMol25 entry of this formula, charge and spin)   9.347 eV
HOMO level (alpha / beta)   -12.94 / -12.71 eV
Energy   -36999.51234 eV
Net charge   +2

3.
Computed, not measured: a cluster of 3 separate species, C16H34N2O7PS4 in total, with the ωB97M-V functional and the def2-TZVPD basis.

XYZ file:
```
64
Properties=species:S:1:pos:R:3
S -6.041 -1.405 -1.494
S 3.876 1.012 5.471
S 0.078 1.996 0.039
S 1.205 4.410 -1.310
P 0.433 -1.754 -0.408
O 4.534 1.589 4.328
O 1.048 -1.371 0.908
O -5.122 -0.334 -1.219
O 1.365 -1.103 -1.625
O 4.273 1.350 6.819
O 0.726 -3.398 -0.593
O -7.225 -1.614 -0.695
N -1.153 -1.553 -0.640
N 2.613 2.123 -0.849
C 2.382 -1.168 5.113
C -5.423 -2.162 -3.924
C -1.581 -0.489 -1.540
C 1.411 2.869 -0.787
C -5.097 -2.928 -1.597
C 3.253 2.168 -2.161
C -1.313 2.044 -1.122
C 2.114 1.251 5.281
C 2.288 2.038 -3.344
C 3.510 2.502 0.236
C -6.494 -1.331 -3.223
C 4.458 1.319 0.542
C -5.215 -3.405 -3.049
C -2.164 0.776 -0.824
C 3.856 -0.772 5.271
C 1.651 0.028 4.493
H -0.996 2.092 -2.162
H 5.350 1.358 -0.082
H 4.698 1.307 1.605
H -3.183 0.971 -1.142
H 2.043 3.041 -3.701
H -5.722 -2.425 -4.938
H 1.766 -1.799 -2.157
H 1.954 -1.392 6.094
H 2.747 1.519 -4.186
H -7.481 -1.782 -3.325
H 1.677 1.274 6.280
H -5.508 -3.643 -0.889
H 4.433 -1.009 4.379
H -2.423 -0.895 -2.133
H 3.893 0.409 0.331
H 1.932 2.193 4.770
H -4.066 -2.692 -1.329
H 2.922 2.678 1.138
H 3.861 3.077 -2.296
H -0.839 -0.153 -2.277
H 4.068 3.428 0.037
H 0.570 -0.089 4.538
H -4.492 -1.594 -3.982
H -1.933 2.923 -0.924
H 1.669 -3.483 -0.780
H -6.076 -4.071 -3.152
H 3.965 1.337 -2.180
H -6.520 -0.292 -3.545
H 2.281 -2.062 4.500
H 1.930 0.130 3.442
H 1.349 1.555 -3.080
H 4.320 -1.227 6.144
H -2.104 0.595 0.250
H -4.330 -3.965 -3.347
```

Properties
LUMO energy   2.35 eV
Orbital gap   0.229 Eh
HOMO level   -3.87 eV
Energy   -87088.09031 eV
Net charge   -1

| no. | molar mass (g/mol) |
| --- | --- |
| 1 | 741.270 |
| 2 | 466.886 |
| 3 | 525.697 |